3 unconnected molecules or ions with the total composition C15H16FO12PS in a non-equilibrium geometry. Source: the Open Molecules 2025 dataset; level of theory: the ωB97M-V functional and the def2-TZVPD basis.

E_HOMO, eV: -9.76
Structure (SMILES): CC(=O)OC[PH3]S(=O)(=O)F.O=C1C=C(O)C(=O)C=C1O.O=C1C=C(O)C(=O)C=C1O
Strongest force on any atom, Eh/bohr: 0.06142
Kohn-Sham gap, eV: 8.1
LUMO level, eV: -1.6951

Cartesian coordinates (Å):
1 C 1.5800 -0.4645 2.5362
2 C 1.3580 0.4932 1.3790
3 O 1.9262 0.2817 0.3796
4 O 0.5805 1.6146 1.4211
5 C -0.3607 1.7023 2.5008
6 P -1.8940 0.6025 2.2586
7 S -3.6881 -0.7344 2.0399
8 O -4.8314 -0.0583 1.5258
9 O -3.2612 -1.8612 1.2774
10 F -3.9593 -1.3199 3.5365
11 H 2.6300 -0.6860 2.6761
12 H 1.1899 -0.1420 3.5087
13 H 1.1107 -1.4162 2.2935
14 H 0.0717 1.5861 3.5030
15 H -0.7581 2.7294 2.4672
16 H -2.4290 1.1748 3.4501
17 H -2.2270 1.2756 1.0586
18 H -1.1383 -0.5908 2.3488
19 O 2.8982 -2.5566 1.7504
20 C 3.6509 -3.0057 0.9013
21 C 5.0401 -3.3418 1.1790
22 C 5.8269 -3.8170 0.2064
23 O 7.1017 -4.1386 0.4201
24 C 5.3182 -4.0167 -1.1891
25 O 6.0847 -4.4350 -2.0362
26 C 3.9225 -3.7022 -1.4618
27 C 3.1335 -3.2293 -0.4890
28 O 1.8535 -2.9328 -0.7045
29 H 5.3970 -3.1923 2.1884
30 H 7.4436 -4.4531 -0.4400
31 H 3.5624 -3.8658 -2.4676
32 H 1.5061 -2.6060 0.1461
33 O -2.5859 3.1923 -0.2336
34 C -3.0303 3.2066 -1.3705
35 C -4.4514 3.1156 -1.6649
36 C -4.8777 3.1206 -2.9343
37 O -6.1683 3.0415 -3.2471
38 C -3.9206 3.2157 -4.0848
39 O -4.3627 3.1978 -5.2171
40 C -2.4978 3.3302 -3.7864
41 C -2.0730 3.3283 -2.5179
42 O -0.7802 3.4324 -2.2048
43 H -5.1312 3.0449 -0.8272
44 H -6.2076 3.0629 -4.2236
45 H -1.8182 3.4150 -4.6226
46 H -0.7341 3.4024 -1.2298

Results of the Löwdin charge analysis, in e, for atoms 1 through 6:
1. C -0.011
2. C -0.548
3. O 0.145
4. O -0.048
5. C -0.384
6. P 0.820



A single C15H16N2O3S molecule. Source: the Open Molecules 2025 dataset; level of theory: the ωB97M-V functional and the def2-TZVPD basis.

E_HOMO, eV: -8.90
Structure (SMILES): Cc1ccc(S(=O)(=O)CC(=O)Nc2cccc(C)n2)cc1
Strongest force on any atom, Eh/bohr: 0.01749
Kohn-Sham gap, eV: 9.4
LUMO level, eV: 0.5016

Cartesian coordinates (Å):
1 C 1.9539 -0.7711 3.3675
2 C 1.7360 -0.1753 2.0111
3 C 0.8753 0.9071 1.8537
4 C 0.6753 1.4722 0.6080
5 C 1.3301 0.9436 -0.4863
6 S 1.0771 1.6824 -2.1023
7 O 0.2403 2.8389 -1.9344
8 O 2.3640 1.8592 -2.7161
9 C 0.1646 0.4233 -3.1022
10 C -1.1994 0.9992 -3.3149
11 O -1.5643 1.4973 -4.3518
12 N -2.0241 1.0196 -2.2163
13 C -1.9401 0.3785 -0.9930
14 C -2.7246 0.8444 0.0666
15 C -2.6649 0.1685 1.2689
16 C -1.8601 -0.9553 1.3766
17 C -1.1321 -1.3609 0.2655
18 C -0.2953 -2.6001 0.2900
19 N -1.1666 -0.6945 -0.8813
20 C 2.1990 -0.1205 -0.3546
21 C 2.4007 -0.6762 0.8967
22 H 1.0156 -0.8380 3.9140
23 H 2.3957 -1.7616 3.2949
24 H 2.6293 -0.1400 3.9448
25 H 0.3625 1.3094 2.7149
26 H 0.0221 2.3178 0.4630
27 H 0.6967 0.3282 -4.0438
28 H 0.1402 -0.4975 -2.5290
29 H -2.8177 1.6397 -2.3276
30 H -3.3498 1.7141 -0.0591
31 H -3.2463 0.5085 2.1133
32 H -1.8032 -1.5131 2.2977
33 H 0.2290 -2.6919 1.2373
34 H -0.9371 -3.4726 0.1686
35 H 0.4209 -2.5846 -0.5257
36 H 2.7169 -0.4908 -1.2253
37 H 3.0806 -1.5078 1.0104

Results of the Löwdin charge analysis, in e, for atoms 1 through 6:
1. C -0.043
2. C -0.277
3. C -0.031
4. C -0.058
5. C -0.291
6. S 0.715



A single C15H16N2O4S molecule in a non-equilibrium geometry. Source: the Open Molecules 2025 dataset; level of theory: the ωB97M-V functional and the def2-TZVPD basis.

E_HOMO, eV: -8.82
Structure (SMILES): Cc1c(C(=O)NCCSCc2ccco2)cccc1[N+](=O)[O-]
Strongest force on any atom, Eh/bohr: 0.35840
Kohn-Sham gap, eV: 8.6
LUMO level, eV: -0.1669

Cartesian coordinates (Å):
1 C -1.2085 -1.8013 0.8218
2 C -1.1572 -0.6214 1.6540
3 C 0.1664 -0.1866 2.1010
4 C 1.5221 -0.8622 1.5796
5 O 1.6642 -2.2035 1.6462
6 N 2.4434 0.0461 0.8395
7 C 3.5692 -0.5043 0.1722
8 C 3.5359 -0.3041 -1.1041
9 S 2.2091 -0.6629 -2.0866
10 C 1.2000 0.8542 -2.1085
11 C -0.1761 0.7350 -2.6053
12 C -0.7913 0.2489 -3.7079
13 C -2.2859 0.2041 -3.5407
14 C -2.4844 0.1293 -2.4030
15 O -1.1320 0.2936 -1.4945
16 C 0.3334 0.9560 2.7178
17 C -0.8401 1.5555 3.0227
18 C -1.9614 1.3276 2.6859
19 C -2.0995 0.3078 1.8429
20 N -3.4585 -0.3128 1.6418
21 O -4.2988 0.0483 2.4018
22 O -3.7395 -0.7517 0.5689
23 H -2.0370 -2.3576 1.1800
24 H -1.1833 -1.8312 -0.2562
25 H -0.3186 -2.3060 1.0366
26 H 2.0547 0.9683 0.6748
27 H 4.4128 -0.2007 0.5846
28 H 3.5272 -1.6640 0.2988
29 H 3.7172 0.9443 -1.3901
30 H 4.4223 -0.8373 -1.7742
31 H 1.6416 1.3044 -2.9665
32 H 1.1456 1.2799 -1.1579
33 H -0.3369 0.5859 -4.6926
34 H -3.0379 0.1607 -4.3555
35 H -3.1526 -0.0005 -1.7032
36 H 1.2578 1.1967 2.8613
37 H -0.4439 2.4499 3.7874
38 H -2.6794 1.8116 3.2272

Results of the Löwdin charge analysis, in e, for atoms 1 through 6:
1. C -0.020
2. C -0.115
3. C -0.037
4. C -0.160
5. O -0.050
6. N 0.071



A single C15H16N2O7S molecule in a non-equilibrium geometry. Source: the Open Molecules 2025 dataset; level of theory: the ωB97M-V functional and the def2-TZVPD basis.

E_HOMO, eV: -8.16
Structure (SMILES): COC(=O)c1sc(N)c(C(=O)OC)c1COC(=O)c1c(C)noc1C
Strongest force on any atom, Eh/bohr: 0.02582
Kohn-Sham gap, eV: 8.7
LUMO level, eV: 0.5132

Cartesian coordinates (Å):
1 C -2.2807 -1.3363 2.4562
2 O -0.9798 -1.0491 1.9649
3 C -0.5687 -1.7828 0.9216
4 O -1.2306 -2.6631 0.4210
5 C 0.7913 -1.4464 0.4978
6 S 1.7673 -2.7942 -0.0392
7 C 3.0991 -1.7418 -0.3548
8 N 4.2828 -2.1946 -0.7788
9 C 2.7869 -0.4061 -0.0840
10 C 3.8031 0.6132 -0.2843
11 O 4.9099 0.3850 -0.7440
12 O 3.4423 1.8470 0.1047
13 C 4.4232 2.8587 -0.0735
14 C 1.4466 -0.2521 0.3814
15 C 0.7915 1.0850 0.5771
16 O -0.6163 1.0512 0.3947
17 C -1.0514 0.5691 -0.7821
18 O -0.3242 0.2859 -1.7028
19 C -2.5023 0.3906 -0.7843
20 C -3.5195 1.0649 -0.0397
21 C -3.3630 2.1935 0.9063
22 N -4.6847 0.5505 -0.3189
23 O -4.4918 -0.4598 -1.2119
24 C -3.1952 -0.5626 -1.5018
25 C -2.7227 -1.6405 -2.3922
26 H -2.3551 -0.8448 3.4229
27 H -3.0417 -0.9484 1.7762
28 H -2.4156 -2.4150 2.5582
29 H 4.4078 -3.1561 -1.0365
30 H 4.9744 -1.4818 -0.9938
31 H 5.3324 2.6069 0.4760
32 H 4.6716 2.9660 -1.1313
33 H 3.9836 3.7750 0.3117
34 H 0.9395 1.4509 1.5961
35 H 1.2292 1.7945 -0.1312
36 H -2.9559 3.0587 0.3859
37 H -2.6671 1.9199 1.6964
38 H -4.3302 2.4473 1.3300
39 H -3.5492 -2.0326 -2.9776
40 H -1.9331 -1.2649 -3.0375
41 H -2.3036 -2.4409 -1.7791

Results of the Löwdin charge analysis, in e, for atoms 1 through 6:
1. C -0.024
2. O -0.027
3. C -0.537
4. O 0.090
5. C -0.371
6. S 1.160



A single C15H16N2OS2 molecule in a non-equilibrium geometry. Source: the Open Molecules 2025 dataset; level of theory: the ωB97M-V functional and the def2-TZVPD basis.

E_HOMO, eV: -8.18
Structure (SMILES): Cc1ccccc1CSCC(=O)N/N=C/c1cccs1
Strongest force on any atom, Eh/bohr: 0.02410
Kohn-Sham gap, eV: 8.4
LUMO level, eV: 0.2218

Cartesian coordinates (Å):
1 C 1.5960 1.0847 -2.2130
2 C 0.9247 1.3236 -0.8947
3 C -0.4197 1.6772 -0.8689
4 C -1.0858 1.9194 0.3170
5 C -0.4080 1.8078 1.5183
6 C 0.9269 1.4526 1.5114
7 C 1.6028 1.2054 0.3214
8 C 3.0566 0.8385 0.3961
9 S 3.4009 -0.4996 1.6046
10 C 3.2158 -1.9644 0.5352
11 C 1.8986 -1.9486 -0.2177
12 O 1.8357 -2.0634 -1.4175
13 N 0.8257 -1.7761 0.6038
14 N -0.4068 -1.5781 0.1150
15 C -1.3382 -1.2456 0.9170
16 C -2.6508 -0.9682 0.4315
17 C -3.1100 -1.0027 -0.8617
18 C -4.4579 -0.6238 -0.9710
19 C -5.0137 -0.3025 0.2302
20 S -3.9003 -0.4576 1.5249
21 H 1.8321 0.0271 -2.3303
22 H 2.5164 1.6606 -2.2996
23 H 0.9347 1.3708 -3.0265
24 H -0.9541 1.7634 -1.8037
25 H -2.1301 2.1950 0.3042
26 H -0.9146 1.9960 2.4535
27 H 1.4670 1.3556 2.4438
28 H 3.6425 1.6856 0.7585
29 H 3.4593 0.5057 -0.5569
30 H 3.2755 -2.8251 1.2015
31 H 4.0406 -1.9978 -0.1773
32 H 0.9984 -1.6218 1.6023
33 H -1.1677 -1.1330 1.9950
34 H -2.4785 -1.2905 -1.6809
35 H -4.9979 -0.5881 -1.9002
36 H -6.0162 0.0175 0.4349

Results of the Löwdin charge analysis, in e, for atoms 1 through 6:
1. C -0.035
2. C -0.226
3. C -0.042
4. C -0.099
5. C -0.095
6. C -0.078



A molecular structure, C15H16N5O3PdSe in a non-equilibrium geometry. Source: the Open Molecules 2025 dataset; level of theory: the ωB97M-V functional and the def2-TZVPD basis.

E_HOMO (spin up / spin down), eV: -6.80 / -7.00
Multiplicity: 2
Strongest force on any atom, Eh/bohr: 0.01987
Kohn-Sham gap (spin up / spin down), eV: 5.8 / 6.0
LUMO level (spin up / spin down), eV: -0.9967 / -1.0488

Cartesian coordinates (Å):
1 Pd -0.3779 0.1661 0.5349
2 C 2.0311 0.0877 4.4067
3 C 1.0678 0.1804 3.2612
4 N 1.0616 -0.6319 2.2738
5 O 2.0669 -1.6069 2.3371
6 C 0.0473 1.2365 3.2631
7 C -0.2160 2.1151 4.4480
8 N -0.6404 1.3390 2.1612
9 O -1.6030 2.1593 2.0140
10 H 2.8270 -0.6163 4.1892
11 H 1.5099 -0.2466 5.3063
12 H 2.4573 1.0689 4.6175
13 H 1.8439 -2.1607 1.5848
14 H -0.2788 1.5372 5.3739
15 H -1.1584 2.6313 4.2847
16 H 0.5667 2.8701 4.5786
17 Se -0.9125 0.6060 -3.1007
18 N 0.0449 0.5628 -1.6087
19 C 1.3108 0.5204 -2.0003
20 C 2.4451 0.4688 -1.1212
21 C 3.6758 0.3892 -1.6624
22 C 3.8904 0.3729 -3.0913
23 C 2.8674 0.4427 -3.9597
24 C 1.5288 0.5121 -3.4392
25 N 0.4584 0.5488 -4.1958
26 H 2.2926 0.5033 -0.0589
27 H 4.5337 0.3391 -1.0028
28 H 4.9023 0.3067 -3.4697
29 H 3.0204 0.4405 -5.0312
30 O -1.5979 -1.8816 0.0481
31 N -2.5242 -1.6334 -0.8083
32 C -3.1864 -0.4547 -0.7659
33 C -4.1224 -0.1387 -1.7312
34 C -4.4104 -1.0341 -2.7458
35 C -3.7497 -2.2501 -2.7498
36 C -2.8159 -2.5329 -1.7740
37 H -2.9117 0.1922 0.0487
38 H -4.6182 0.8202 -1.6705
39 H -5.1284 -0.7901 -3.5180
40 H -3.9501 -2.9920 -3.5120
41 H -2.2479 -3.4472 -1.7140

Results of the Löwdin charge analysis, in e, for atoms 1 through 6:
1. Pd 0.683
2. C -0.013
3. C -0.298
4. N -0.046
5. O -0.062
6. C -0.303



3 unconnected molecules or ions with the total composition C15H17BNO8. Source: the Open Molecules 2025 dataset; level of theory: the ωB97M-V functional and the def2-TZVPD basis.

E_HOMO, eV: -4.66
Strongest force on any atom, Eh/bohr: 0.01515
Kohn-Sham gap, eV: 4.8
Total charge: -1
LUMO level, eV: 0.1751

Cartesian coordinates (Å):
1 C 1.5164 0.7567 -1.9963
2 C 0.8791 1.7781 -1.0446
3 O -0.4291 1.4115 -0.7179
4 B -1.5145 2.0662 -1.4877
5 O -2.1857 3.1212 -0.6525
6 C -2.6888 1.0045 -1.9010
7 O -2.9946 -0.0200 -0.8992
8 N -2.1096 -1.0505 -0.9521
9 O -1.8607 -1.4735 0.1306
10 H 0.9958 0.8051 -2.9556
11 H 2.5841 0.9316 -2.1005
12 H 1.3359 -0.2278 -1.5576
13 H 0.9533 2.7935 -1.4617
14 H 1.4791 1.7707 -0.1259
15 H -1.0962 2.5731 -2.5428
16 H -1.5019 3.7656 -0.4646
17 H -3.6189 1.5722 -2.0016
18 H -2.5284 0.5313 -2.8781
19 C 7.1973 1.2346 0.7400
20 C 5.9682 0.9064 0.3500
21 C 4.9843 1.9447 -0.0507
22 O 3.8661 1.6494 -0.4044
23 C 5.4266 3.3618 0.0005
24 C 6.6560 3.6878 0.3913
25 C 7.6378 2.6503 0.7905
26 O 8.7606 2.9476 1.1449
27 H 7.9301 0.4949 1.0365
28 H 5.6251 -0.1194 0.3050
29 H 4.6930 4.1010 -0.2958
30 H 6.9986 4.7138 0.4370
31 C -4.3059 -3.5059 0.8873
32 C -4.4042 -3.0398 2.1302
33 C -5.3502 -3.6357 3.1026
34 O -5.4485 -3.2188 4.2385
35 C -6.1859 -4.7740 2.6386
36 C -6.0890 -5.2397 1.3974
37 C -5.1388 -4.6416 0.4228
38 O -5.0558 -5.0763 -0.7067
39 H -3.6203 -3.0790 0.1684
40 H -3.8027 -2.2106 2.4813
41 H -6.8697 -5.1940 3.3659
42 H -6.6880 -6.0672 1.0379

Results of the Löwdin charge analysis, in e, for atoms 1 through 6:
1. C -0.086
2. C -0.341
3. O -0.091
4. B -0.778
5. O -0.055
6. C -0.107



3 unconnected molecules or ions with the total composition C15H17BrClNO2Si in a non-equilibrium geometry. Source: the Open Molecules 2025 dataset; level of theory: the ωB97M-V functional and the def2-TZVPD basis.

E_HOMO, eV: -8.79
Structure (SMILES): C=CC[Si@@](Cl)(Br)ON=O.c1ccccc1.c1ccccc1
Strongest force on any atom, Eh/bohr: 0.03343
Kohn-Sham gap, eV: 8.2
LUMO level, eV: -0.5934

Cartesian coordinates (Å):
1 C 7.7141 3.6385 0.4812
2 C 6.4499 3.6044 0.0033
3 C 5.7822 2.3351 -0.4849
4 Si 4.0826 2.2087 0.2586
5 Cl 2.9517 0.9643 -0.9026
6 Br 4.2222 1.4924 2.3219
7 O 3.3082 3.6819 0.3468
8 N 2.9847 4.2805 -0.9508
9 O 3.1000 5.4282 -0.9033
10 H 8.5454 3.2655 -0.1117
11 H 7.9213 4.0476 1.4654
12 H 5.8571 4.5175 -0.0279
13 H 6.3590 1.5005 -0.0845
14 H 5.7282 2.1970 -1.5728
15 C -1.5194 0.9856 -0.2210
16 C -2.8991 0.8427 -0.2753
17 C -3.4887 0.2191 -1.3666
18 C -2.7003 -0.2610 -2.4033
19 C -1.3209 -0.1121 -2.3512
20 C -0.7302 0.5101 -1.2598
21 H -1.0576 1.4672 0.6319
22 H -3.5151 1.2152 0.5332
23 H -4.5648 0.1042 -1.4071
24 H -3.1606 -0.7519 -3.2514
25 H -0.7056 -0.4824 -3.1614
26 H 0.3449 0.6262 -1.2152
27 C -4.9823 -4.9595 1.7980
28 C -3.7260 -4.7854 2.3623
29 C -2.8862 -3.7848 1.8924
30 C -3.3006 -2.9590 0.8562
31 C -4.5543 -3.1383 0.2879
32 C -5.3957 -4.1368 0.7589
33 H -5.6392 -5.7366 2.1677
34 H -3.4014 -5.4302 3.1691
35 H -1.9073 -3.6477 2.3341
36 H -2.6483 -2.1755 0.4897
37 H -4.8739 -2.4967 -0.5236
38 H -6.3741 -4.2747 0.3161

Results of the Löwdin charge analysis, in e, for atoms 1 through 6:
1. C -0.001
2. C -0.246
3. C -0.311
4. Si -0.357
5. Cl 0.389
6. Br 0.449